w:
The following is a quantum chemistry calculation of a cluster of 3 separate species, C4H16N2O2 in total, from the Open Molecules 2025 dataset.

Output
E_HOMO (eV): -9.0
Multiplicity: 1
SMILES: C[C@@H](N)CCN.O.O
LUMO level (Ha): 0.0302

Atoms and positions in Å:
O: 1.0109 -2.4764 -2.1107
O: -1.2431 0.8091 3.3282
N: 1.4418 -0.3979 0.2280
N: -2.0330 -1.1080 0.6535
C: 0.8146 0.5701 -0.6638
C: 1.6051 1.8589 -0.8262
C: -1.5569 -0.4093 -0.5652
C: -0.6365 0.7831 -0.2307
H: 1.6012 2.4993 0.0571
H: 1.2623 2.4925 -1.6491
H: 1.1379 -0.3195 1.1890
H: 1.0234 -2.2522 -1.1690
H: -2.4326 -0.0629 -1.1110
H: -1.4928 -0.0173 3.7627
H: 2.4580 -0.3746 0.2098
H: -2.1190 1.1462 3.0914
H: -1.0103 1.6476 -0.7704
H: -1.0050 -1.1069 -1.2008
H: 1.8008 -3.0034 -2.2671
H: -0.6315 0.9843 0.8482
H: 0.7886 0.1143 -1.6494
H: -1.4059 -0.8784 1.4110
H: 2.6500 1.6095 -1.0592
H: -2.0279 -2.1080 0.4935

Taken from the Löwdin analysis, the atomic charges in e are:
1 O -0.08
2 O -0.07
3 N 0.04
4 N -0.01
5 C -0.48
6 C -0.07
7 C -0.25
8 C -0.16
9 H 0.08
10 H 0.08
11 H 0.07
12 H 0.00
13 H 0.10
14 H 0.04
15 H 0.08
16 H 0.05
17 H 0.11
18 H 0.09
19 H 0.03
20 H 0.09
21 H 0.11
22 H 0.02
23 H 0.07
24 H 0.06

---

x:
The following is a quantum chemistry calculation of a cluster of 3 separate species, C4H16N2O2 in total, from the Open Molecules 2025 dataset.

Output
E_HOMO (eV): -8.8
Multiplicity: 1
SMILES: CNCCCN.O.O
LUMO level (Ha): 0.0298

Atoms and positions in Å:
O: -2.4966 -0.4427 0.7371
O: 1.6781 -2.1928 -2.3778
N: 0.5671 -0.1928 1.5624
N: -1.5076 0.9817 -1.5796
C: 0.8301 0.8285 -0.5872
C: 1.0263 -0.0268 2.9397
C: -0.2721 0.1773 -1.4006
C: 0.4533 1.1060 0.8920
H: 0.8206 -0.9357 3.5377
H: 1.1400 1.7652 -1.0717
H: -0.5905 -0.8236 -1.0768
H: 0.2216 -0.0552 -2.3598
H: 1.7565 0.2220 -0.5637
H: 2.0731 -1.5982 -1.7434
H: -0.5349 1.5904 0.9564
H: -1.8413 0.8120 -2.5176
H: -2.2703 0.2394 0.0654
H: 2.1045 -0.1255 3.0477
H: 1.2379 1.7937 1.2664
H: -0.3027 -0.7067 1.5410
H: 0.5736 0.7850 3.5089
H: -1.2533 1.9527 -1.4424
H: -3.2864 -0.2206 1.2304
H: 0.7602 -2.3296 -2.0987

Taken from the Löwdin analysis, the atomic charges in e are:
1 O -0.08
2 O -0.05
3 N -0.12
4 N 0.00
5 C -0.20
6 C -0.15
7 C -0.30
8 C -0.24
9 H 0.08
10 H 0.11
11 H 0.10
12 H 0.10
13 H 0.10
14 H 0.01
15 H 0.11
16 H 0.08
17 H -0.01
18 H 0.07
19 H 0.12
20 H 0.08
21 H 0.07
22 H 0.07
23 H 0.03
24 H 0.03

---

y:
The following is a quantum chemistry calculation of a cluster of 3 separate species, C4H16N2O2 in total, from the Open Molecules 2025 dataset.

Output
E_HOMO (eV): -9.0
Multiplicity: 1
SMILES: CN(C)CCN.O.O
LUMO level (Ha): 0.0207

Atoms and positions in Å:
O: 3.5123 1.9102 1.4274
O: -1.6385 0.4356 2.0349
N: -0.0501 0.0633 -0.1272
N: -2.6847 -1.4070 -0.4234
C: 0.4451 1.4676 -0.2179
C: -0.6350 -0.3502 -1.3941
C: 1.0856 -0.7237 0.3746
C: -1.5103 -1.5947 -1.2758
H: -0.9558 -2.4431 -0.8603
H: -0.1476 1.9808 -0.9795
H: 3.2689 1.3865 0.6745
H: -2.5120 -0.8444 0.4088
H: 1.7713 -0.9277 -0.4684
H: -1.0793 0.3212 1.1993
H: -1.2919 0.4623 -1.7112
H: 4.2157 1.4667 1.9033
H: 1.6698 -0.0499 0.9945
H: 0.9177 -1.6303 0.9562
H: -1.0344 0.2970 2.7680
H: -1.9200 -1.9391 -2.2239
H: 0.4168 2.0533 0.6954
H: 1.4461 1.4395 -0.6509
H: 0.1120 -0.4896 -2.1882
H: -3.4017 -0.8843 -0.9160

Taken from the Löwdin analysis, the atomic charges in e are:
1 O -0.05
2 O -0.11
3 N -0.30
4 N 0.00
5 C -0.07
6 C -0.22
7 C -0.08
8 C -0.26
9 H 0.10
10 H 0.09
11 H -0.01
12 H 0.03
13 H 0.10
14 H -0.01
15 H 0.11
16 H 0.04
17 H 0.06
18 H 0.09
19 H 0.02
20 H 0.11
21 H 0.10
22 H 0.08
23 H 0.12
24 H 0.06

---

z:
The following is a quantum chemistry calculation of a cluster of 4 separate species, C4H16N2O2 in total, from the Open Molecules 2025 dataset.

Output
E_HOMO (eV): -8.3
Multiplicity: 1
LUMO level (Ha): -0.1131

Atoms and positions in Å:
O: 1.9935 0.0518 1.3596
O: -2.6820 2.4838 -0.2397
N: -0.8567 1.0180 -1.2195
N: 0.5841 -1.8314 0.3432
C: -1.0975 -0.4387 1.3004
C: 0.2087 0.2808 -0.9678
C: 1.5724 -2.2113 -0.6429
C: -0.4391 -0.9644 0.0124
H: -1.4956 -1.2872 1.8458
H: 0.6591 3.0784 0.7750
H: 2.2134 -1.3886 -0.9603
H: 0.6252 -0.1403 -1.8788
H: -1.9555 1.9624 -0.6837
H: 0.9922 0.7231 -0.3137
H: -3.1365 2.9566 -0.9452
H: -1.2303 -1.3659 -0.6111
H: 1.0348 -1.2569 1.1047
H: 2.1611 -3.0002 -0.1811
H: -0.2947 0.0403 1.8594
H: 1.1017 -2.6083 -1.5455
H: 0.0543 2.7205 1.0132
H: -1.7948 0.3394 1.0039
H: -1.0232 1.0838 -2.2249
H: 2.8053 -0.2457 1.7968

Taken from the Löwdin analysis, the atomic charges in e are:
1 O -0.38
2 O -0.13
3 N 0.12
4 N -0.01
5 C -0.02
6 C -0.19
7 C -0.09
8 C -0.30
9 H 0.09
10 H 0.04
11 H 0.08
12 H 0.11
13 H -0.07
14 H 0.12
15 H 0.02
16 H 0.15
17 H 0.06
18 H 0.09
19 H 0.07
20 H 0.09
21 H 0.03
22 H 0.07
23 H 0.11
24 H -0.06

---

w is the most stable structure; the next one sits 0.608 eV above it.